No. 1
{"formula": "C39H35LiN3O6PS2Se", "method": "ωB97M-V with the def2-TZVPD basis set", "elements": ["Li", "O", "S", "O", "O", "C", "C", "C", "C", "C", "C", "P", "C", "C", "C", "C", "C", "C", "C", "C", "C", "C", "C", "C", "H", "H", "H", "H", "H", "H", "H", "H", "H", "H", "H", "H", "H", "H", "C", "N", "C", "Se", "N", "C", "C", "C", "C", "C", "C", "H", "H", "H", "H", "H", "H", "H", "H", "C", "C", "C", "C", "C", "C", "C", "H", "H", "H", "H", "H", "H", "H", "N", "C", "C", "C", "C", "C", "C", "S", "O", "O", "O", "H", "H", "H", "H", "H", "H"], "coordinates": [[0.9979, -1.1184, 1.5046], [3.1348, 1.1133, 3.3139], [2.2543, 0.7824, 2.2221], [0.8996, 0.3715, 2.6220], [2.7705, -0.2411, 1.2900], [2.1389, 2.3189, 1.2982], [1.8393, 3.4128, 2.1099], [1.9175, 4.7012, 1.6202], [2.3692, 4.9072, 0.3241], [2.6626, 3.8204, -0.4783], [2.4950, 2.5018, -0.0414], [2.7942, 1.1272, -1.2594], [4.5841, 1.4813, -1.5302], [5.4525, 1.1618, -0.4831], [6.8092, 1.4193, -0.5900], [7.3241, 1.9842, -1.7515], [6.4716, 2.2843, -2.8025], [5.1080, 2.0354, -2.6932], [2.0494, 1.6968, -2.8397], [1.2979, 2.8403, -3.1020], [0.6706, 3.0058, -4.3297], [0.7698, 2.0331, -5.3126], [1.5034, 0.8839, -5.0640], [2.1283, 0.7210, -3.8376], [1.5715, 3.2314, 3.1422], [1.6655, 5.5411, 2.2551], [2.4959, 5.9119, -0.0602], [3.0454, 3.9898, -1.4765], [5.0519, 0.7103, 0.4181], [7.4690, 1.1724, 0.2327], [8.3848, 2.1884, -1.8343], [6.8650, 2.7175, -3.7143], [4.4483, 2.2698, -3.5200], [1.1578, 3.5970, -2.3434], [0.0650, 3.8877, -4.5011], [0.2334, 2.1367, -6.2462], [1.5246, 0.0890, -5.7976], [2.6549, -0.2053, -3.6309], [-2.9276, -3.7440, 2.7626], [-1.7819, -3.5779, 3.6493], [-0.5081, -3.4489, 3.2397], [0.1372, -3.5369, 1.5185], [0.2578, -3.3070, 4.3511], [-0.5261, -3.3410, 5.4877], [-0.2267, -3.2405, 6.8358], [-1.2856, -3.3299, 7.7255], [-2.5967, -3.5079, 7.2752], [-2.8929, -3.6036, 5.9245], [-1.8329, -3.5261, 5.0346], [-3.0519, -2.8285, 2.1803], [-3.8119, -3.8960, 3.3745], [-2.7659, -4.6038, 2.1152], [1.2477, -3.1431, 4.2889], [0.7889, -3.0918, 7.1775], [-1.0925, -3.2537, 8.7874], [-3.4029, -3.5604, 7.9950], [-3.9108, -3.7225, 5.5823], [-2.3557, -0.4732, 2.0191], [-3.6468, -0.5257, 1.5111], [-4.0414, -1.4218, 0.4586], [-5.3381, -1.4913, -0.0038], [-6.3576, -0.6988, 0.5321], [-6.0035, 0.1980, 1.5463], [-4.7132, 0.2942, 2.0173], [-2.0713, 0.2739, 2.7501], [-1.5598, -1.0787, 1.6033], [-3.2712, -2.0246, -0.0162], [-5.5645, -2.1633, -0.8261], [-7.3682, -0.7436, 0.1455], [-6.7649, 0.8491, 1.9695], [-4.4788, 1.0129, 2.7972], [-0.7241, 0.7411, -1.0790], [-1.1480, 0.1256, -2.2613], [-0.6556, -1.1339, -2.6164], [-0.9342, -1.6753, -3.8594], [-1.7158, -0.9802, -4.7751], [-2.2866, 0.2223, -4.3886], [-2.0106, 0.7706, -3.1436], [-1.8446, -1.5682, -6.4631], [-2.8822, -0.7457, -7.0744], [-2.1752, -2.9833, -6.3607], [-0.5105, -1.3280, -7.0171], [-0.7752, 1.7467, -1.0851], [0.1720, 0.4001, -0.7626], [-0.0065, -1.6605, -1.9225], [-0.5140, -2.6297, -4.1515], [-2.9178, 0.7403, -5.0989], [-2.4287, 1.7319, -2.8636]], "atomic_forces_ev_per_a": [[-0.3, -0.3, -0.2], [0.0, 0.0, 0.1], [0.2, -0.1, -0.2], [0.1, 0.3, 0.1], [-0.1, 0.1, 0.2], [0.0, 0.0, 0.1], [0.0, 0.0, 0.0], [0.0, 0.0, 0.0], [0.0, 0.0, 0.0], [0.0, 0.1, 0.0], [0.1, 0.0, -0.1], [0.0, 0.0, 0.0], [0.0, 0.0, 0.1], [0.0, 0.0, 0.0], [0.0, 0.0, 0.0], [0.0, 0.0, 0.0], [0.0, 0.0, 0.0], [0.0, 0.0, 0.0], [-0.1, 0.0, 0.1], [0.0, 0.0, 0.0], [0.0, 0.0, 0.0], [0.0, 0.0, 0.0], [0.0, -0.1, 0.0], [0.0, 0.0, 0.0], [0.0, 0.0, 0.0], [0.0, 0.0, 0.0], [0.0, 0.0, 0.0], [0.0, 0.0, 0.0], [0.0, 0.0, 0.0], [0.0, 0.0, 0.0], [0.0, 0.0, 0.0], [0.0, 0.0, 0.0], [0.0, 0.0, 0.0], [0.0, 0.0, 0.0], [0.0, 0.0, 0.0], [0.0, 0.0, 0.0], [-0.1, 0.0, 0.0], [0.0, 0.0, 0.0], [0.1, 0.2, -0.1], [0.0, -0.3, 0.1], [-0.1, 0.1, 0.0], [0.1, -0.1, 0.0], [0.0, 0.1, 0.0], [0.0, 0.0, 0.0], [0.0, 0.0, 0.0], [0.0, 0.0, 0.0], [0.0, 0.0, 0.0], [0.0, 0.0, 0.0], [0.0, 0.1, 0.0], [0.0, -0.1, 0.0], [0.0, 0.0, 0.0], [0.0, 0.0, 0.0], [0.0, 0.0, 0.0], [0.0, 0.0, 0.0], [0.0, 0.0, 0.0], [0.0, 0.0, 0.0], [0.0, 0.0, 0.0], [0.0, -0.1, 0.3], [0.2, 0.0, 0.1], [0.0, 0.0, -0.1], [0.0, 0.0, 0.0], [-0.1, 0.0, 0.0], [0.1, 0.0, 0.0], [-0.1, 0.0, 0.0], [0.0, 0.0, 0.0], [0.0, 0.0, -0.2], [0.0, 0.0, 0.0], [0.0, 0.0, 0.0], [0.0, 0.0, 0.0], [0.0, 0.0, 0.0], [0.0, 0.0, 0.0], [-0.2, -0.3, 0.0], [0.3, 0.1, -0.2], [0.0, 0.0, 0.0], [0.0, 0.1, 0.0], [0.0, 0.0, 0.0], [0.1, 0.0, 0.0], [0.0, 0.0, 0.0], [0.0, 0.0, 0.0], [0.0, 0.0, 0.0], [0.0, 0.0, 0.0], [0.1, 0.1, 0.0], [0.0, 0.0, 0.1], [0.0, 0.2, 0.0], [0.0, 0.0, 0.0], [0.0, 0.0, 0.0], [0.0, 0.0, 0.0], [0.0, 0.0, 0.0]], "e_above_lowest_kj_mol": 0.0, "gap_ev": 3.676, "e_homo_ev": -0.19, "largest_force_ev_per_a": 0.5, "charge": -2}

No. 2
{"formula": "C39H35N8S2SeW", "method": "ωB97M-V with the def2-TZVPD basis set", "elements": ["W", "C", "S", "C", "S", "N", "N", "C", "C", "C", "C", "C", "C", "N", "H", "H", "H", "H", "H", "H", "H", "H", "N", "C", "N", "C", "N", "N", "C", "C", "C", "C", "C", "C", "N", "C", "C", "C", "C", "C", "C", "H", "H", "H", "H", "H", "H", "H", "H", "H", "H", "H", "C", "C", "C", "C", "C", "C", "C", "C", "H", "H", "H", "H", "H", "C", "C", "C", "C", "C", "C", "Se", "C", "C", "C", "H", "H", "H", "H", "H", "H", "H", "H", "H", "H", "H"], "coordinates": [[-0.4057, 0.0264, 0.4275], [1.5031, -5.0927, -0.5506], [0.7341, -4.7206, 1.0432], [0.5643, -2.9786, 0.9509], [0.1006, -2.1526, -0.6030], [0.8142, -2.3022, 1.9948], [0.5350, -0.9297, 2.0071], [1.5581, -0.1850, 1.4199], [1.6426, 1.2546, 1.7186], [2.6845, 2.0163, 2.2281], [2.4630, 3.3703, 2.4138], [1.2284, 3.9267, 2.0877], [0.2545, 3.1175, 1.5393], [0.4820, 1.8192, 1.3355], [1.6001, -6.1770, -0.5739], [2.4940, -4.6472, -0.6138], [0.8873, -4.7820, -1.3889], [2.4332, -0.7303, 1.0793], [3.6194, 1.5481, 2.5029], [3.2411, 3.9946, 2.8327], [1.0310, 4.9769, 2.2451], [-0.7137, 3.4947, 1.2377], [2.5017, 0.9901, -2.8207], [1.9257, 0.6011, -1.6795], [0.6511, 0.6558, -1.4396], [-0.2197, 1.0556, -2.4901], [-1.4767, 0.9163, -2.3636], [-1.8831, 0.2424, -1.2389], [-2.4221, 0.9975, -0.2854], [-3.0188, 0.2703, 0.8818], [-4.4222, 0.3605, 1.2813], [-4.7298, -0.2305, 2.4335], [-3.6540, -0.8902, 3.1760], [-2.2419, -0.3626, 3.1936], [-1.9430, 0.4157, 1.9521], [0.3734, 1.5963, -3.7206], [-0.4002, 2.1235, -4.7513], [0.2053, 2.5853, -5.9044], [1.5897, 2.5222, -6.0423], [2.3716, 1.9987, -5.0298], [1.7531, 1.5393, -3.8754], [3.4988, 0.8935, -2.9201], [2.5840, 0.2205, -0.9107], [-2.5876, 2.0614, -0.4274], [-5.1322, 0.8744, 0.6492], [-5.7350, -0.2426, 2.8322], [-3.9201, -1.3800, 4.1040], [-1.6929, -0.1208, 4.0896], [-1.4741, 2.1540, -4.6297], [-0.3975, 2.9938, -6.7035], [2.0602, 2.8828, -6.9467], [3.4485, 1.9440, -5.1319], [-2.1542, -0.8916, 1.1851], [-2.4992, -1.6380, 2.4705], [-2.2532, -3.0615, 2.7944], [-1.4167, -3.4232, 3.8437], [-1.2648, -4.7589, 4.1884], [-1.9479, -5.7409, 3.4858], [-2.7797, -5.3848, 2.4331], [-2.9310, -4.0511, 2.0869], [-0.8677, -2.6575, 4.3780], [-0.6076, -5.0319, 5.0036], [-1.8314, -6.7820, 3.7573], [-3.3153, -6.1480, 1.8829], [-3.5808, -3.7721, 1.2657], [0.3726, -7.2573, -5.2829], [-0.1686, -6.2224, -4.3382], [-0.8604, -6.5892, -3.1921], [-1.3771, -5.6457, -2.3114], [-2.0906, -6.1080, -1.0704], [-1.1981, -4.2876, -2.6103], [-1.8994, -2.9631, -1.4359], [-0.5161, -3.8864, -3.7723], [-0.3158, -2.4369, -4.1290], [-0.0046, -4.8670, -4.6086], [0.3205, -8.2552, -4.8510], [1.4111, -7.0480, -5.5411], [-0.1994, -7.2635, -6.2125], [-0.9992, -7.6414, -2.9715], [-2.0699, -7.1947, -1.0032], [-3.1339, -5.7867, -1.0679], [-1.6257, -5.6912, -0.1759], [-1.2584, -1.8884, -4.1166], [0.1328, -2.3488, -5.1173], [0.3437, -1.9432, -3.4102], [0.5280, -4.5679, -5.5046]], "atomic_forces_ev_per_a": [[-0.4, 0.9, -0.5], [0.1, 0.0, 0.1], [-0.1, 0.0, -0.1], [0.0, -0.1, 0.2], [-0.7, -0.3, -0.4], [0.3, 0.1, -0.3], [-0.2, 0.0, 0.5], [-0.2, -0.2, -0.3], [0.0, 0.0, 0.1], [0.0, 0.0, 0.0], [0.0, 0.0, 0.0], [0.0, 0.0, 0.0], [0.0, 0.0, 0.0], [0.0, -0.1, 0.1], [0.0, 0.0, 0.0], [0.0, 0.0, 0.0], [0.0, 0.0, 0.0], [0.0, 0.0, 0.1], [0.0, 0.0, 0.0], [0.0, 0.0, 0.0], [0.0, 0.0, 0.0], [0.0, 0.0, 0.0], [0.0, -0.1, 0.0], [0.0, 0.1, 0.0], [0.2, -0.1, 0.1], [0.0, 0.1, 0.0], [0.0, 0.0, 0.0], [-0.3, -0.7, -0.3], [0.9, 0.2, 0.5], [-0.3, 0.2, -0.1], [0.0, -0.1, 0.0], [0.0, 0.0, 0.0], [0.0, 0.0, 0.0], [0.0, 0.0, 0.0], [0.1, -0.1, 0.2], [0.0, 0.0, 0.0], [0.0, 0.0, 0.0], [0.0, 0.0, 0.0], [0.0, 0.0, 0.0], [0.0, 0.0, 0.0], [0.0, 0.0, 0.0], [0.0, 0.0, 0.0], [0.0, 0.0, 0.0], [0.1, 0.0, 0.0], [0.0, 0.0, 0.0], [0.0, 0.0, 0.0], [0.0, 0.0, 0.0], [0.0, 0.0, 0.0], [0.0, 0.0, 0.0], [0.0, 0.0, 0.0], [0.0, 0.0, 0.0], [0.0, 0.0, 0.0], [0.0, -0.1, 0.0], [0.0, 0.1, 0.0], [0.0, 0.0, 0.0], [0.0, 0.0, 0.0], [0.0, 0.0, 0.0], [0.0, 0.0, 0.0], [0.0, 0.0, 0.0], [0.0, 0.0, 0.0], [0.0, 0.0, 0.0], [0.0, 0.0, 0.0], [0.0, 0.0, 0.0], [0.0, 0.0, 0.0], [0.0, 0.0, 0.0], [0.0, 0.0, 0.0], [0.0, 0.0, 0.0], [0.0, 0.0, 0.0], [-0.1, 0.0, 0.0], [0.0, 0.0, 0.0], [0.1, -0.1, -0.1], [0.7, 0.2, 0.5], [0.0, 0.1, 0.0], [0.0, 0.0, 0.0], [0.0, 0.0, 0.0], [0.0, 0.0, 0.0], [0.0, 0.0, 0.0], [0.0, 0.0, 0.0], [0.0, 0.0, 0.0], [0.0, 0.0, 0.0], [0.0, 0.0, 0.0], [0.0, 0.0, 0.0], [0.0, 0.0, 0.0], [0.0, 0.0, 0.0], [0.0, 0.0, 0.0], [0.0, 0.0, 0.0]], "e_above_lowest_kj_mol": 378.3, "gap_ev": 6.413, "e_homo_ev": -9.32, "largest_force_ev_per_a": 1.1, "charge": 1}

No. 3
{"formula": "C39H36IN10O3PSY", "method": "ωB97M-V with the def2-TZVPD basis set", "elements": ["Y", "O", "C", "N", "C", "O", "C", "C", "C", "C", "C", "N", "C", "C", "C", "C", "C", "N", "H", "H", "H", "H", "H", "H", "H", "H", "C", "C", "N", "N", "C", "N", "S", "C", "C", "C", "C", "C", "N", "H", "H", "H", "H", "H", "H", "H", "H", "H", "N", "P", "C", "C", "C", "C", "C", "C", "C", "C", "C", "C", "C", "C", "C", "C", "C", "C", "C", "N", "H", "H", "H", "H", "H", "H", "H", "H", "H", "H", "H", "H", "H", "H", "H", "N", "C", "O", "C", "I", "H", "H", "H", "H"], "coordinates": [[0.3330, -0.7241, -1.0641], [-0.7947, -3.0306, -4.6666], [-0.1533, -2.4054, -3.8530], [-0.2394, -2.5120, -2.4736], [-0.5639, -3.7821, -2.0219], [-0.3322, -4.8331, -2.5710], [-1.2356, -3.8062, -0.6746], [-2.0228, -4.8904, -0.3111], [-2.6386, -4.8661, 0.9253], [-2.4163, -3.7780, 1.7638], [-1.5892, -2.7628, 1.3268], [-1.0119, -2.7647, 0.1211], [0.7742, -1.3333, -4.3517], [1.3927, -1.4883, -5.5820], [2.2448, -0.4960, -6.0221], [2.4121, 0.6333, -5.2346], [1.7367, 0.7100, -4.0345], [0.9369, -0.2588, -3.5765], [-2.1273, -5.7129, -1.0040], [-3.2753, -5.6824, 1.2404], [-2.8632, -3.7214, 2.7473], [-1.3501, -1.9272, 1.9711], [1.1891, -2.3794, -6.1580], [2.7648, -0.5923, -6.9662], [3.0557, 1.4468, -5.5387], [1.8424, 1.5855, -3.4143], [2.9045, 3.3562, -1.0154], [1.8557, 2.2913, -1.1189], [2.0585, 1.0576, -0.8280], [3.3279, 0.7635, -0.3592], [3.7324, -0.4475, -0.6804], [4.9978, -0.7305, -0.2196], [2.9159, -1.7003, -1.5383], [0.5175, 2.6578, -1.6683], [0.2496, 3.9730, -2.0283], [-0.9779, 4.2943, -2.5808], [-1.9022, 3.2871, -2.7722], [-1.5647, 2.0038, -2.3777], [-0.3934, 1.6838, -1.8253], [3.8719, 2.9090, -0.8244], [2.6815, 4.0445, -0.1947], [2.9489, 3.9448, -1.9321], [5.5766, 0.0730, -0.0292], [5.4528, -1.5287, -0.6303], [0.9930, 4.7394, -1.8736], [-1.1997, 5.3154, -2.8618], [-2.8696, 3.4750, -3.2157], [-2.2674, 1.1982, -2.5219], [-2.2887, 0.5939, 1.4427], [-0.6253, 0.9924, 1.5349], [-0.7281, 2.7309, 2.0958], [0.0430, 3.7244, 1.5107], [-0.0346, 5.0405, 1.9538], [-0.8914, 5.3706, 2.9895], [-1.6508, 4.3787, 3.6025], [-1.5577, 3.0689, 3.1673], [-0.1095, 0.2470, 3.1178], [1.2273, 0.4237, 3.4773], [1.6928, -0.0518, 4.6898], [0.8307, -0.7160, 5.5581], [-0.4974, -0.8944, 5.2069], [-0.9682, -0.4047, 3.9914], [-2.9556, 0.0175, 0.3711], [-4.3515, -0.1063, 0.4616], [-5.0410, -0.7004, -0.5630], [-4.3404, -1.1680, -1.6757], [-2.9802, -1.0028, -1.6832], [-2.2759, -0.4132, -0.6901], [-2.9113, 0.9693, 2.1435], [0.7262, 3.4750, 0.7157], [0.5776, 5.8036, 1.4901], [-0.9585, 6.3938, 3.3348], [-2.3018, 4.6275, 4.4301], [-2.1160, 2.3026, 3.6973], [1.9149, 0.9224, 2.8001], [2.7315, 0.0889, 4.9593], [1.1958, -1.0857, 6.5071], [-1.1740, -1.4028, 5.8816], [-2.0112, -0.5462, 3.7298], [-4.8635, 0.2601, 1.3420], [-6.1168, -0.8030, -0.5026], [-4.8342, -1.6505, -2.5059], [-2.3975, -1.3693, -2.5198], [3.3221, -2.0077, 2.0020], [2.0765, -2.3228, 1.6458], [1.3426, -1.5015, 1.0861], [1.6100, -3.7104, 1.9984], [2.7430, -5.2314, 1.0385], [3.7351, -1.1637, 1.6323], [3.9473, -2.7376, 2.3036], [0.5883, -3.8497, 1.6810], [1.6980, -3.8809, 3.0687]], "atomic_forces_ev_per_a": [[0.1, -0.2, 0.4], [0.0, -0.2, 0.0], [0.0, 0.0, 0.0], [0.0, -0.1, -0.3], [0.0, 0.0, 0.0], [-0.1, 0.0, -0.1], [0.2, 0.1, 0.0], [0.0, 0.0, 0.0], [0.0, 0.0, 0.0], [0.0, 0.0, 0.0], [0.1, 0.0, 0.0], [-0.1, 0.2, -0.2], [-0.1, 0.1, 0.1], [-0.1, 0.0, 0.0], [0.0, 0.0, -0.1], [0.0, 0.0, 0.0], [-0.1, 0.0, 0.0], [0.1, -0.1, 0.1], [0.0, 0.0, 0.0], [0.0, 0.0, 0.0], [0.0, 0.0, 0.0], [0.0, 0.0, 0.0], [0.0, 0.0, 0.0], [0.0, 0.0, 0.0], [0.0, 0.0, 0.0], [0.0, 0.0, 0.0], [0.0, 0.1, 0.0], [-0.2, 0.1, 0.0], [0.4, 0.0, 0.0], [-0.4, -0.3, -0.2], [0.1, 0.1, 0.1], [0.0, 0.0, 0.0], [0.1, 0.1, 0.0], [0.2, 0.0, 0.1], [0.0, 0.0, 0.0], [0.0, 0.1, 0.0], [0.0, -0.1, 0.0], [0.1, 0.0, 0.0], [0.0, -0.1, 0.2], [0.0, 0.0, 0.0], [0.0, 0.0, 0.0], [0.0, 0.0, 0.0], [0.0, 0.0, 0.0], [0.0, 0.0, 0.0], [0.0, 0.0, 0.0], [0.0, 0.0, 0.0], [0.0, 0.0, 0.0], [0.0, 0.0, 0.0], [0.0, 0.0, -0.1], [0.0, -0.2, -0.1], [0.0, 0.0, 0.1], [0.0, 0.1, 0.0], [0.0, 0.0, 0.0], [0.0, 0.0, 0.0], [0.0, 0.0, 0.0], [0.0, 0.0, 0.0], [0.0, 0.1, 0.1], [0.0, 0.0, 0.0], [0.0, -0.1, 0.1], [0.0, 0.0, 0.0], [0.0, 0.0, 0.0], [0.0, -0.1, 0.1], [0.0, 0.1, 0.1], [0.0, 0.0, 0.0], [-0.1, 0.0, 0.0], [0.0, 0.0, 0.1], [0.1, 0.0, 0.0], [0.0, -0.1, 0.0], [0.0, 0.0, 0.0], [0.0, 0.0, 0.0], [0.0, 0.0, 0.0], [0.0, 0.0, 0.0], [0.0, 0.0, 0.0], [0.0, 0.0, 0.0], [0.0, 0.0, 0.0], [0.0, 0.0, 0.0], [0.0, 0.0, 0.0], [0.0, 0.0, 0.0], [0.0, 0.0, 0.0], [0.0, 0.0, 0.0], [0.0, 0.0, 0.0], [0.0, 0.0, 0.0], [0.0, 0.0, 0.0], [-0.1, -0.1, 0.1], [0.3, 0.2, -0.1], [-0.4, 0.1, -0.2], [-0.1, 0.0, 0.1], [0.1, 0.0, -0.1], [0.0, 0.0, 0.0], [0.0, 0.0, 0.0], [-0.1, 0.0, 0.0], [0.0, 0.0, 0.0]], "e_above_lowest_kj_mol": 92.9, "gap_ev": 7.485, "e_homo_ev": -10.28, "largest_force_ev_per_a": 0.5, "charge": 1}